A structure of composition C43H34I2N5NaO, computed with ωB97M-V with the def2-TZVPD basis set.

The geometry in XYZ format:
```
86
Properties=species:S:1:pos:R:3:forces:R:3
Na -0.43370 -0.11235 -0.63972 0.04 -0.04 -0.01
C 0.70300 -2.85784 0.90681 -0.01 0.00 -0.02
C 1.31148 -3.06104 -0.48017 0.00 -0.02 0.01
C 0.31715 -3.02868 -1.63141 0.03 0.00 0.00
C 0.60181 -3.77202 -2.77398 -0.01 0.01 0.00
C -0.46592 -3.90000 -3.71672 -0.01 0.00 -0.02
C -1.56267 -3.12311 -3.62568 -0.03 -0.04 0.00
C -1.55001 -1.97768 -2.63685 0.12 0.05 -0.08
N -0.76082 -2.29625 -1.42927 -0.09 -0.04 -0.02
N 0.69370 -1.48072 1.42746 0.03 0.03 -0.02
C 2.03589 -0.98437 1.67266 0.03 -0.03 0.02
C 2.15407 0.51838 1.83722 -0.01 -0.01 -0.01
C 3.36638 1.13723 1.53569 -0.01 0.00 -0.01
C 3.47520 2.50747 1.67885 0.01 0.00 0.00
C 2.37091 3.22293 2.11771 -0.02 0.01 -0.02
C 1.20664 2.52428 2.38413 -0.01 0.00 -0.03
N 1.09736 1.20117 2.26283 -0.01 0.00 0.03
C -0.12420 -1.43479 2.62931 -0.01 0.00 0.01
C -1.56557 -1.01435 2.43056 -0.01 -0.04 0.00
C -2.46579 -1.18158 3.48436 0.00 -0.01 0.00
C -3.75773 -0.71310 3.34664 0.00 0.00 0.00
C -4.12139 -0.08908 2.16122 0.00 0.00 0.00
C -3.16596 0.02001 1.16545 0.00 0.00 0.00
N -1.92332 -0.43984 1.29230 0.07 0.09 0.00
H -0.33897 -3.17852 0.86309 0.00 0.01 0.00
H 1.22873 -3.50190 1.63890 -0.01 0.00 0.00
H 2.07400 -2.30081 -0.67688 -0.01 0.01 -0.01
H 1.83792 -4.01917 -0.49450 0.01 0.01 0.00
H 1.48568 -4.39578 -2.82490 0.00 0.00 0.00
H -0.41422 -4.67208 -4.48145 0.00 0.00 0.00
H -2.40646 -3.22903 -4.29838 -0.01 -0.01 0.01
H -2.57674 -1.77294 -2.30738 0.02 0.04 -0.01
H 2.49545 -1.47659 2.55430 -0.02 0.00 0.01
H 2.65894 -1.25491 0.82123 0.02 -0.01 0.02
H 4.19055 0.55035 1.14821 0.00 0.00 0.00
H 4.39155 3.01910 1.41036 0.00 0.00 0.00
H 2.39144 4.30122 2.19551 0.00 0.01 0.00
H 0.30463 3.04860 2.68225 0.00 0.00 0.00
H -0.11615 -2.41522 3.13519 0.01 0.00 0.01
H 0.30153 -0.71568 3.32859 -0.01 0.02 -0.02
H -2.14120 -1.66665 4.39771 0.00 0.00 0.00
H -4.47230 -0.82647 4.15365 0.00 0.00 0.00
H -5.11668 0.30641 2.00967 0.00 0.00 0.00
H -3.39188 0.50970 0.22429 0.00 0.01 0.00
I -1.72999 4.96045 0.52370 -0.01 0.00 0.00
C 0.04262 4.26150 -0.32794 0.01 -0.03 -0.01
C 1.08927 5.14828 -0.55404 -0.03 0.03 -0.02
C 2.28073 4.71306 -1.07545 0.01 -0.01 -0.01
I 3.79944 6.12705 -1.38058 0.01 0.01 0.00
C 2.47478 3.34346 -1.39350 -0.02 0.01 -0.06
C 3.64721 2.80450 -1.96576 0.01 -0.01 -0.03
C 3.73133 1.46563 -2.22627 0.02 0.01 -0.01
C 2.65245 0.64144 -1.87270 -0.04 0.00 -0.04
N 1.55022 1.10848 -1.34006 -0.01 0.01 0.01
C 1.41808 2.43708 -1.13398 -0.03 0.00 0.02
C 0.10584 2.87706 -0.61534 0.00 -0.04 0.04
O -0.82755 2.06845 -0.42405 -0.01 0.17 0.11
H 0.95381 6.19601 -0.31738 0.00 -0.01 0.00
H 4.46467 3.46669 -2.22287 0.00 0.00 0.00
H 4.59887 1.04104 -2.71478 -0.01 0.00 0.00
H 2.68738 -0.42645 -2.06579 0.01 -0.02 0.00
C -1.02683 -0.72753 -3.26541 0.07 -0.20 -0.13
C -0.46851 0.21672 -3.79144 -0.23 0.03 0.08
C 0.17959 1.32580 -4.39468 0.11 0.00 0.00
C -0.39976 2.63658 -4.18048 0.03 -0.08 0.03
C 0.32737 3.84611 -4.25321 0.07 0.06 0.02
C -0.26067 5.07528 -4.00268 -0.01 0.00 0.06
C -1.60056 5.17421 -3.64811 0.02 0.03 0.00
C -2.33094 3.99353 -3.53114 0.01 -0.02 0.00
C -1.75286 2.76585 -3.78918 -0.04 0.03 0.04
C 1.38436 1.05782 -5.12880 -0.02 -0.01 0.05
C 2.02844 1.98689 -5.98849 0.03 0.04 -0.06
C 3.19932 1.68210 -6.66078 0.00 -0.01 0.00
C 3.80648 0.43511 -6.54348 0.01 0.00 0.00
C 3.16738 -0.51563 -5.74571 0.01 0.01 0.00
C 1.99955 -0.22580 -5.07058 -0.01 0.02 0.04
H 1.39059 3.81430 -4.45113 -0.06 0.05 0.08
H 0.35561 5.96860 -4.04584 0.00 0.00 0.00
H -2.05157 6.13496 -3.42892 0.00 -0.01 0.00
H -3.36945 4.03115 -3.21717 0.00 0.00 0.00
H -2.33494 1.86066 -3.66648 0.00 0.01 0.00
H 1.58213 2.95842 -6.15284 0.04 -0.10 -0.05
H 3.64287 2.43947 -7.30160 0.00 0.00 0.00
H 4.72715 0.20530 -7.06743 0.00 0.00 0.00
H 3.58998 -1.51140 -5.64683 0.00 0.00 0.00
H 1.52844 -0.99641 -4.47150 -0.01 -0.01 0.00
```
Forces are in eV/Å.

## Properties
Kohn-Sham gap ... 0.1256 Eh
Charge ... -2
Multiplicity ... 1
E_HOMO ... 0.08 eV

A structure of composition C43H34IrN2OP2S, computed with ωB97M-V with the def2-TZVPD basis set.

The geometry in XYZ format:
```
84
Properties=species:S:1:pos:R:3:forces:R:3
Ir -0.58930 0.14418 -0.62530 0.52 -0.31 0.14
O 2.45854 -2.89645 1.38641 0.90 -1.04 1.17
S 1.58076 -2.46874 0.32238 -1.61 2.62 -1.33
C 2.44967 -2.49487 -1.25304 -0.95 -0.36 0.81
C 3.23106 -3.59384 -1.44814 0.72 0.64 -2.12
C 3.99895 -3.70849 -2.60133 -0.13 1.45 -0.56
C 3.92436 -2.68238 -3.57947 -0.11 -1.20 1.07
C 3.04946 -1.61233 -3.37294 0.52 0.42 -0.91
C 2.35303 -1.46528 -2.18712 -0.58 0.15 0.35
P 1.51945 0.09802 -1.72690 -0.25 -0.92 0.89
C 2.66395 0.87956 -0.60029 0.31 0.87 0.09
C 4.04650 0.84489 -0.86279 -1.09 -0.14 -0.01
C 4.92080 1.53289 -0.05426 -0.74 0.15 1.53
C 4.42485 2.18594 1.10876 0.66 -0.53 -1.03
C 3.05535 2.21570 1.35949 1.16 0.88 0.43
C 2.18383 1.65515 0.46136 0.08 -0.45 -0.23
C 1.20965 1.10736 -3.11971 -0.20 -0.04 -1.34
C 0.55160 0.58225 -4.26041 0.42 0.53 -0.02
C 0.26977 1.43829 -5.32226 -0.59 -0.60 -0.05
C 0.49066 2.82505 -5.22887 0.69 -0.74 0.12
C 1.21951 3.32409 -4.14436 -1.23 -2.25 -0.34
C 1.55649 2.44001 -3.08320 -0.26 2.25 -0.81
C 0.09762 -3.48476 0.18960 1.51 -0.98 -1.07
C 0.14000 -4.80368 -0.32075 -0.69 -0.10 0.78
C -0.99114 -5.63692 -0.22795 -0.19 1.84 0.70
C -2.13278 -5.05514 0.38458 1.81 -0.55 -1.30
C -2.15174 -3.73326 0.75151 -1.94 -0.02 1.07
C -1.05527 -2.90844 0.69125 -0.14 0.24 0.18
P -1.23027 -1.16183 1.22091 -0.14 -0.05 -1.19
C -2.97587 -0.88985 1.58473 0.59 0.17 1.62
C -3.89250 -1.11467 0.59631 -0.29 0.54 -1.13
C -5.22032 -0.79310 0.73536 -1.08 -0.44 0.11
C -5.70207 -0.34354 1.96044 0.52 0.11 -0.23
C -4.79978 -0.16254 2.98314 0.78 0.04 1.17
C -3.44166 -0.40793 2.81253 0.34 -0.04 0.00
C -0.33573 -1.08204 2.77653 1.11 1.24 1.21
C -0.49384 -2.13975 3.68124 -0.91 -0.29 -2.13
C 0.12161 -2.15384 4.92593 0.75 -0.16 2.79
C 0.84810 -1.05359 5.33194 0.51 -0.42 0.62
C 1.12547 -0.03106 4.42244 0.43 -0.81 1.60
C 0.52116 -0.03784 3.18105 -2.30 -2.00 -2.35
H 3.27181 -4.37254 -0.77940 0.07 -1.50 1.79
H 4.66559 -4.54947 -2.68273 0.09 -0.12 -0.34
H 4.55648 -2.76773 -4.45600 -0.25 0.21 -0.06
H 2.95092 -0.84799 -4.15075 0.17 -0.20 0.30
H 4.33931 0.28833 -1.73392 0.57 -0.14 -0.12
H 5.97525 1.47460 -0.20806 0.49 0.16 -0.26
H 5.15841 2.68275 1.74592 -0.41 -0.14 0.01
H 2.70668 2.78243 2.22242 -0.10 -0.09 -0.24
H 1.14639 1.89071 0.59064 -0.60 -0.28 -0.05
H 0.31462 -0.48117 -4.32534 0.07 0.27 -0.04
H -0.15154 0.96668 -6.22273 0.04 0.56 0.41
H 0.16862 3.48075 -6.03481 0.17 -0.13 0.12
H 1.41869 4.35465 -4.20568 0.58 1.11 0.67
H 1.99744 2.93006 -2.22885 0.37 -0.40 0.25
H 1.05686 -5.24253 -0.68796 0.11 0.27 -0.12
H -0.96488 -6.65184 -0.59560 -0.08 -0.03 0.07
H -3.01796 -5.59849 0.51633 -1.05 -0.90 0.11
H -3.11410 -3.38642 1.17787 0.81 -0.06 -0.34
H -3.53738 -1.42514 -0.35405 0.14 -0.48 -0.86
H -5.93253 -0.98698 -0.06928 0.36 0.17 0.11
H -6.73149 -0.10106 2.10754 -0.52 -0.03 0.00
H -5.06311 0.13324 3.99709 -0.46 0.14 -0.38
H -2.76905 -0.20614 3.65011 -0.16 -0.11 -0.26
H -1.10243 -2.96725 3.32746 0.00 -0.17 0.42
H -0.00416 -3.01887 5.62031 0.12 0.77 -0.76
H 1.32729 -1.01476 6.30832 -0.20 -0.16 -0.16
H 1.86003 0.71025 4.64884 0.27 0.48 0.24
H 0.72195 0.70854 2.47902 0.34 1.28 -0.87
N -2.35403 3.83387 -1.86734 -0.42 0.26 0.77
C -1.99529 2.56272 -2.08161 0.09 0.49 0.84
N -1.60391 1.99024 -0.93567 -0.47 0.40 -0.25
C -1.79450 2.97612 0.06021 0.64 -1.45 0.95
C -1.52114 2.89617 1.43003 -0.13 -0.71 -0.34
C -1.64005 4.05708 2.15449 -0.58 0.11 -1.38
C -2.11573 5.27182 1.57784 0.35 -0.94 -0.18
C -2.44660 5.32461 0.24101 0.26 -0.31 0.10
C -2.25757 4.13345 -0.47401 -0.11 0.55 -2.14
H -2.79172 4.44999 -2.53218 0.07 -0.04 -0.30
H -2.05020 2.08613 -3.04998 0.17 0.01 0.05
H -1.32969 1.88985 1.85357 0.20 0.92 -0.01
H -1.37407 3.99729 3.15759 0.17 0.28 1.74
H -2.20765 6.14572 2.19047 -0.02 0.27 0.20
H -2.76553 6.24313 -0.22994 -0.13 -0.04 -0.02
```
Forces are in eV/Å.

## Properties
Kohn-Sham gap (alpha / beta) ... 0.2564 / 0.1200 Eh
Charge ... +3
Multiplicity ... 5
E_HOMO (alpha / beta) ... -15.44 / -16.08 eV

A structure of composition C43H34LiN10O2Se, computed with ωB97M-V with the def2-TZVPD basis set.

The geometry in XYZ format:
```
91
Properties=species:S:1:pos:R:3:forces:R:3
Li 0.31768 -0.32706 -0.84338 -0.03 -0.04 -0.23
C -0.83573 2.30484 -6.04708 -0.10 0.16 -0.12
C 0.51329 2.45583 -5.76525 0.01 0.10 -0.16
C 1.17090 1.55194 -4.95800 0.00 -0.25 -0.08
C 0.49106 0.45485 -4.39409 0.08 0.40 -0.61
C -0.87730 0.32554 -4.68581 0.16 -0.11 -0.08
C -1.52283 1.23381 -5.49304 -0.09 0.12 -0.15
N 1.04908 -0.35292 -3.46689 -0.30 -0.34 0.95
C 2.23013 -0.89791 -3.49876 -0.22 -0.01 0.04
C 3.04169 -0.99845 -4.68431 0.24 0.01 -0.33
C 4.25564 -1.60676 -4.67413 -0.20 0.15 -0.03
C 4.77557 -2.16969 -3.48609 0.36 -0.20 0.16
C 4.03054 -2.14516 -2.35151 -0.06 -0.05 0.06
C 2.74101 -1.54653 -2.31240 1.36 -0.31 -0.86
N 1.97358 -1.61778 -1.23222 -1.38 -0.11 1.73
N 2.40193 -2.27257 -0.21745 1.86 -0.10 -1.58
C 1.56929 -2.48118 0.82553 -1.07 -0.05 0.86
C 2.06488 -3.20951 1.92874 0.00 0.18 -0.26
C 1.21384 -3.51774 2.96333 -0.16 0.10 -0.01
C -0.10943 -3.09358 2.89450 -0.06 -0.07 -0.01
C -0.49867 -2.36063 1.78339 -0.23 -0.23 0.50
N 0.29807 -2.06448 0.78208 0.43 0.33 -0.36
H -1.34388 3.01502 -6.68499 -0.05 0.05 0.00
H 1.05849 3.29855 -6.17204 0.03 0.05 -0.02
H 2.21621 1.69475 -4.71772 0.06 0.02 0.03
H -1.42029 -0.49667 -4.24734 -0.07 -0.10 0.10
H -2.58269 1.12388 -5.67924 -0.10 -0.05 -0.06
H 2.65272 -0.58834 -5.60702 -0.04 0.04 0.02
H 4.84453 -1.66848 -5.58133 -0.05 0.03 -0.09
H 5.75561 -2.62855 -3.49800 0.03 -0.02 0.04
H 4.38226 -2.59469 -1.43322 0.04 0.01 -0.04
H 3.09764 -3.51984 1.93794 0.11 0.02 -0.10
H 1.57305 -4.07661 3.81928 -0.01 -0.02 0.00
H -0.82459 -3.32317 3.66969 -0.06 0.03 0.09
H -1.51720 -2.00563 1.70129 -0.20 0.11 0.03
C -1.37178 -2.24526 6.72766 -0.06 0.02 -0.04
C -1.94165 -1.26579 5.73957 -0.25 -0.06 0.06
C -3.32066 -1.18903 5.59296 -0.04 -0.08 0.03
C -3.88097 -0.33655 4.65825 -0.05 -0.03 0.02
C -3.06520 0.45393 3.88394 0.02 -0.02 -0.04
C -1.67516 0.42622 4.03567 -0.29 -0.15 0.39
N -0.96485 1.24792 3.18256 -0.13 -0.04 -0.65
C 0.27459 1.81564 3.34883 0.32 0.53 0.05
C 0.66785 2.40349 4.55572 -0.05 -0.04 -0.02
C 1.90284 3.00977 4.66631 -0.01 -0.01 0.05
C 2.75455 3.07496 3.57329 0.19 0.11 -0.02
C 2.35613 2.53665 2.36219 0.00 0.01 0.05
C 1.12872 1.90561 2.23294 -0.12 -0.19 0.11
C 0.77128 1.23342 0.92761 0.36 0.50 0.45
O -0.43981 0.97677 0.69628 -0.82 -0.35 -0.14
O 1.69224 0.96082 0.14785 0.41 -0.23 -0.45
C -1.10348 -0.46164 4.96580 0.12 0.16 -0.09
C 0.38475 -0.59531 5.09289 -0.02 -0.07 -0.07
H -2.16435 -2.86017 7.15004 -0.02 0.01 0.08
H -0.86339 -1.72374 7.53784 0.11 -0.04 0.10
H -0.64917 -2.91186 6.25716 0.05 -0.05 0.02
H -3.96208 -1.81400 6.19761 -0.02 -0.08 0.10
H -4.95428 -0.27397 4.55185 -0.11 -0.05 -0.06
H -3.48111 1.11281 3.13709 -0.05 0.17 -0.04
H -1.14182 1.13015 2.16323 -0.05 -0.08 0.36
H -0.01436 2.38578 5.39457 -0.05 -0.05 0.07
H 2.20224 3.44655 5.61097 0.00 0.01 0.03
H 3.72592 3.53901 3.67151 0.04 0.08 -0.03
H 2.99362 2.58602 1.49006 0.04 -0.09 -0.01
H 0.78026 0.05995 5.87212 0.09 0.01 -0.01
H 0.86987 -0.33611 4.15608 0.13 -0.05 0.04
H 0.65926 -1.61826 5.33676 0.05 -0.03 0.02
N 2.65203 5.28369 -2.91848 0.28 0.20 -0.08
C 1.72720 4.63183 -2.72752 0.54 0.31 -0.12
C 0.57630 3.85163 -2.50320 -0.98 -0.54 0.31
C -0.69450 4.41206 -2.63811 0.16 -0.15 0.07
C -1.79051 3.60519 -2.40431 -0.01 -0.03 0.01
C -1.57061 2.27376 -2.07001 -0.19 0.40 -0.13
N -0.37155 1.74231 -1.94789 -0.11 -0.38 0.26
C 0.68027 2.50244 -2.14541 0.24 0.61 -0.13
H -0.80320 5.44907 -2.92473 -0.01 0.03 0.02
H -2.79449 3.99759 -2.48371 -0.03 -0.04 -0.04
H -2.39808 1.59806 -1.90926 -0.19 0.01 0.03
H 1.64097 2.03195 -2.02146 0.23 -0.07 0.01
Se -1.02321 -3.97431 -4.11087 -0.54 0.44 0.43
N -2.74898 -3.60081 -3.92185 -0.50 0.03 -0.07
C -2.85111 -2.68269 -2.96520 1.10 -0.60 -0.52
C -4.03573 -2.10159 -2.48394 -0.50 0.65 0.61
C -3.91759 -1.17188 -1.48258 -0.80 -0.70 -0.81
C -2.64789 -0.81094 -0.99310 0.95 -0.22 0.01
N -1.52429 -1.32257 -1.42326 -0.01 1.16 0.93
C -1.59416 -2.25678 -2.37126 -0.14 -1.31 -1.22
N -0.52018 -2.86793 -2.85755 0.43 0.29 0.41
H -4.99322 -2.38575 -2.89727 -0.03 -0.02 -0.01
H -4.80092 -0.70355 -1.07565 -0.04 0.07 0.07
H -2.55267 -0.06963 -0.21504 0.06 0.21 0.16
```
Forces are in eV/Å.

## Properties
Kohn-Sham gap ... 0.1710 Eh
Charge ... -1
Multiplicity ... 1
E_HOMO ... -3.74 eV

| no. | F_max (eV/A) |
| --- | --- |
| 1 | 0.253 |
| 2 | 3.848 |
| 3 | 2.444 |